Record 1
{"formula": "C33H50F9N2O16S", "method": "wB97M-V/def2-TZVPD", "multiplicity": 1, "homo_lumo_gap_ev": 6.10, "homo_ha": -0.398, "total_charge": 1, "elements": ["C", "N", "C", "C", "O", "C", "C", "C", "C", "C", "O", "O", "S", "O", "O", "C", "F", "F", "F", "C", "C", "C", "C", "C", "C", "O", "C", "O", "N", "C", "O", "C", "F", "F", "C", "F", "F", "C", "F", "F", "C", "O", "O", "H", "H", "H", "H", "H", "H", "H", "H", "H", "H", "H", "H", "H", "H", "H", "H", "H", "H", "H", "H", "C", "O", "C", "C", "O", "C", "H", "H", "H", "H", "H", "H", "H", "H", "H", "H", "C", "O", "C", "C", "O", "C", "H", "H", "H", "H", "H", "H", "H", "H", "H", "H", "C", "O", "C", "C", "O", "C", "H", "H", "H", "H", "H", "H", "H", "H", "H", "H"], "positions_angstrom": [[-0.97768, 3.35509, -2.63941], [0.28711, 3.51168, -1.92288], [1.36038, 4.08043, -2.77634], [0.12291, 4.23473, -0.73182], [-0.66333, 5.11980, -0.53301], [1.04121, 3.78282, 0.40359], [0.86827, 2.31478, 0.64599], [-0.37889, 1.72960, 0.68590], [-0.47703, 0.36258, 0.90108], [-1.77554, -0.33902, 1.08151], [-2.04611, -0.88844, 2.09061], [-2.67058, -0.31104, -0.00179], [-2.56103, -1.62020, -0.92257], [-1.41489, -2.35530, -0.48941], [-3.81883, -2.25567, -1.02709], [-2.10432, -0.87296, -2.58104], [-3.11707, -0.97594, -3.40168], [-1.06682, -1.53428, -3.04032], [-1.77598, 0.39773, -2.41609], [0.65858, -0.42045, 0.99181], [1.89931, 0.15701, 0.93735], [3.11896, -0.69896, 1.00062], [3.25868, -1.62717, -0.21801], [4.01473, -1.02426, -1.39429], [3.22337, -0.00742, -2.21013], [2.73193, -0.59158, -3.42464], [1.39062, -0.66757, -3.54122], [0.64571, 0.26117, -3.41258], [1.96439, 1.52061, 0.81907], [3.29710, 2.17092, 0.83813], [3.98212, 2.13537, -0.12357], [3.78758, 2.89918, 2.15144], [3.37089, 4.17247, 2.14416], [5.11402, 2.88842, 2.04809], [3.43583, 2.21282, 3.51428], [4.39841, 2.53597, 4.37736], [3.50856, 0.88590, 3.31161], [2.07746, 2.61801, 4.18662], [2.32799, 3.62875, 5.01411], [1.19790, 3.06020, 3.25089], [1.37772, 1.44766, 4.92779], [1.17167, 0.42543, 4.35579], [1.04700, 1.72260, 6.19934], [-0.80970, 2.70760, -3.49353], [-1.39175, 4.30123, -2.98744], [-1.71186, 2.87817, -1.99821], [2.13971, 3.34007, -2.94013], [0.95643, 4.38211, -3.73565], [1.82850, 4.93971, -2.30161], [2.05328, 4.00662, 0.07103], [0.76985, 4.35577, 1.28204], [-1.26886, 2.33129, 0.57650], [0.56560, -1.48657, 1.12812], [4.02829, -0.13103, 1.15380], [2.98893, -1.32871, 1.87903], [2.27962, -1.99539, -0.52569], [3.80572, -2.50292, 0.12100], [4.30048, -1.82757, -2.06831], [4.92491, -0.55487, -1.02518], [3.85079, 0.84063, -2.46340], [2.38947, 0.40579, -1.64279], [1.03435, -1.68122, -3.75469], [0.12487, 2.01448, 6.24845], [2.20663, -7.05820, 0.23366], [1.92937, -5.67151, 0.35068], [0.65997, -5.30274, -0.16206], [-0.35750, -5.09464, 0.93705], [-0.67119, -6.29708, 1.61166], [-0.02718, -6.43828, 2.86420], [3.10013, -7.26169, 0.82055], [1.38306, -7.66456, 0.61642], [2.39943, -7.32802, -0.80941], [0.29689, -6.04861, -0.87561], [0.79151, -4.35633, -0.70049], [-1.28113, -4.71942, 0.48914], [0.00533, -4.33957, 1.64533], [-0.46548, -5.76011, 3.60491], [1.04618, -6.24617, 2.78935], [-0.18072, -7.46310, 3.19538], [-2.21667, 5.92620, 2.21502], [-1.51759, 6.69934, 3.17615], [-1.50197, 8.08867, 2.87226], [-2.51554, 8.85727, 3.68754], [-3.84293, 8.49611, 3.34895], [-4.45148, 7.61910, 4.27784], [-2.33944, 4.92603, 2.63751], [-3.20649, 6.33745, 2.00347], [-1.64106, 5.85658, 1.29039], [-1.68394, 8.24678, 1.80501], [-0.50057, 8.46250, 3.10590], [-2.40004, 9.92400, 3.47395], [-2.33374, 8.70517, 4.75589], [-4.69605, 8.14413, 5.20695], [-3.80836, 6.76510, 4.50695], [-5.37440, 7.25820, 3.82779], [-1.16279, -6.56830, -5.71554], [-1.12592, -6.15855, -4.35885], [-1.73094, -4.90120, -4.12667], [-3.11757, -5.03578, -3.53732], [-4.02689, -5.61581, -4.44989], [-4.29075, -6.98635, -4.20039], [-0.85299, -7.61070, -5.74784], [-2.16812, -6.48217, -6.13346], [-0.46780, -5.97494, -6.31926], [-1.77256, -4.31486, -5.05097], [-1.09522, -4.36564, -3.41000], [-3.49425, -4.03522, -3.29353], [-3.07576, -5.61442, -2.60859], [-4.91279, -7.10495, -3.30736], [-3.36775, -7.55717, -4.07527], [-4.83384, -7.37323, -5.05997]], "lowdin_charge": [-0.060, -0.152, -0.015, -0.460, 0.144, 0.001, -0.122, 0.108, -0.047, -0.424, 0.256, -0.083, 0.743, -0.231, -0.174, -0.665, 0.202, 0.140, 0.145, 0.087, -0.132, -0.097, -0.148, -0.138, -0.173, -0.008, -0.313, 0.085, 0.160, -0.214, 0.256, -0.352, 0.171, 0.186, -0.336, 0.189, 0.150, -0.340, 0.178, 0.134, -0.393, 0.197, 0.156, 0.086, 0.098, 0.078, 0.079, 0.096, 0.096, 0.128, 0.137, 0.158, 0.150, 0.116, 0.142, 0.114, 0.126, 0.129, 0.120, 0.120, 0.102, 0.148, 0.154, -0.100, -0.199, -0.206, -0.215, -0.178, -0.105, 0.090, 0.087, 0.091, 0.131, 0.108, 0.110, 0.121, 0.089, 0.083, 0.092, -0.111, -0.197, -0.202, -0.206, -0.187, -0.110, 0.085, 0.090, 0.054, 0.129, 0.125, 0.128, 0.127, 0.091, 0.081, 0.090, -0.102, -0.190, -0.214, -0.207, -0.181, -0.101, 0.091, 0.086, 0.089, 0.129, 0.110, 0.112, 0.131, 0.091, 0.085, 0.091]}

---

Record 2
{"formula": "C10H14N2O", "method": "wB97M-V/def2-TZVPD", "de_lowest_ev": 2.623, "multiplicity": 1, "homo_lumo_gap_ev": 9.42, "homo_ha": -0.315, "elements": ["C", "N", "N", "C", "O", "C", "C", "C", "C", "C", "C", "C", "C", "H", "H", "H", "H", "H", "H", "H", "H", "H", "H", "H", "H", "H", "H"], "positions_angstrom": [[-2.42111, -0.82120, 0.19784], [-1.35919, -0.19483, 1.05853], [-1.65890, 0.40713, 2.31093], [-0.48602, 0.74751, 0.28503], [-1.37612, 1.67493, -0.33694], [0.59413, 1.45459, 1.20809], [1.67133, 0.38146, 1.21670], [1.55411, -0.29897, -0.12312], [2.56057, -0.88435, -0.94632], [2.22207, -1.26537, -2.18907], [0.92577, -1.02729, -2.77417], [-0.00946, -0.38986, -1.96407], [0.32278, -0.03052, -0.68335], [-2.85337, -1.60509, 0.86699], [-3.21756, -0.10901, -0.08122], [-1.85961, -1.26881, -0.53800], [-2.64197, 0.89439, 2.31639], [-1.60127, -0.26409, 3.11183], [-1.78804, 2.19378, 0.31961], [0.04250, 1.47203, 2.12663], [0.97605, 2.47140, 0.86912], [1.56027, -0.37675, 1.93262], [2.65404, 0.78059, 1.32010], [3.61161, -0.93263, -0.50527], [2.89384, -1.72727, -2.85318], [0.67770, -1.29743, -3.75761], [-0.99417, 0.01564, -2.38808]], "lowdin_charge": [-0.033, -0.196, -0.013, -0.441, 0.017, -0.067, -0.123, -0.143, -0.038, -0.097, -0.045, -0.042, -0.158, 0.093, 0.087, 0.035, 0.125, 0.101, 0.066, 0.070, 0.150, 0.103, 0.104, 0.136, 0.082, 0.080, 0.147]}

---

Record 3
{"formula": "C30H27Cl3I2InN6O3S", "method": "wB97M-V/def2-TZVPD", "de_lowest_ev": 0.000, "multiplicity": 1, "homo_lumo_gap_ev": 8.09, "homo_ha": -0.379, "total_charge": 1, "elements": ["In", "I", "C", "C", "C", "I", "C", "O", "C", "C", "N", "C", "C", "C", "C", "C", "C", "N", "C", "H", "H", "H", "H", "H", "H", "H", "H", "H", "H", "H", "C", "C", "C", "C", "C", "C", "C", "S", "O", "O", "N", "C", "C", "C", "C", "C", "N", "H", "H", "H", "H", "H", "H", "H", "H", "H", "H", "H", "Cl", "C", "Cl", "Cl", "C", "N", "C", "C", "C", "N", "H", "H", "H", "H", "H"], "positions_angstrom": [[-0.38335, 0.52149, -0.19901], [-4.12789, 6.75609, -0.97621], [-2.84490, 5.14080, -1.24695], [-3.01794, 4.29286, -2.33126], [-2.17629, 3.20238, -2.48554], [-2.49190, 1.88545, -4.06936], [-1.14818, 2.93406, -1.58007], [-0.36488, 1.86982, -1.72949], [-0.98710, 3.80696, -0.49098], [0.07646, 3.51860, 0.53048], [-0.19812, 2.27202, 1.29337], [-1.39112, 2.31548, 2.14392], [-2.64639, 1.95260, 1.38518], [-3.87793, 2.47704, 1.73796], [-5.00130, 2.08656, 1.03060], [-4.86355, 1.18314, -0.01214], [-3.60241, 0.70805, -0.30747], [-2.52107, 1.07937, 0.38317], [-1.83153, 4.89669, -0.33299], [-3.80880, 4.47041, -3.04655], [0.15450, 4.35845, 1.22684], [1.04821, 3.37465, 0.05430], [0.61210, 2.05736, 1.87029], [-1.51414, 3.29745, 2.60963], [-1.25314, 1.57953, 2.94071], [-3.94459, 3.19717, 2.54201], [-5.97197, 2.49295, 1.28095], [-5.71117, 0.86355, -0.60021], [-3.43724, 0.02339, -1.12818], [-1.69872, 5.55414, 0.51773], [6.43850, -4.24883, 0.54915], [5.28788, -3.30651, 0.75728], [4.26449, -3.21152, -0.18780], [3.21934, -2.32307, -0.02256], [3.19774, -1.52035, 1.11158], [4.19383, -1.59650, 2.07261], [5.23288, -2.49523, 1.88672], [1.92435, -0.33998, 1.30819], [2.03420, 0.23958, 2.62083], [1.99338, 0.59631, 0.16777], [0.49953, -1.01695, 1.01864], [-0.19986, -1.68273, 2.05203], [0.37142, -2.70446, 2.80446], [-0.40668, -3.29702, 3.77952], [-1.72066, -2.87910, 3.95259], [-2.19595, -1.87103, 3.13615], [-1.44926, -1.26715, 2.20834], [6.16070, -5.07751, -0.10019], [6.79203, -4.65474, 1.49595], [7.27616, -3.72772, 0.08192], [4.29119, -3.84728, -1.06401], [2.42964, -2.25058, -0.76009], [4.14726, -0.96658, 2.94955], [6.01243, -2.56900, 2.63447], [1.38875, -3.02289, 2.62400], [0.00357, -4.08702, 4.39422], [-2.36100, -3.32564, 4.69917], [-3.21617, -1.51675, 3.22907], [4.79325, 0.42574, -1.65636], [3.58855, 1.09327, -2.76236], [3.06337, 2.69012, -2.23064], [4.23476, 1.17324, -4.40572], [2.42801, 0.19230, -2.77913], [1.52231, -0.50924, -2.79104], [-2.58509, -2.68311, -4.35014], [-1.18640, -2.40624, -3.79285], [-1.23959, -1.68753, -2.52714], [-1.30289, -1.11729, -1.53588], [-2.49250, -3.16499, -5.32083], [-3.14240, -1.75649, -4.47761], [-3.14722, -3.34118, -3.69018], [-0.59605, -1.78175, -4.46658], [-0.62345, -3.32516, -3.62383]], "lowdin_charge": [0.789, 0.890, -0.746, -0.216, -0.630, 0.962, -0.444, -0.225, -0.163, -0.104, -0.079, -0.103, -0.244, 0.011, -0.018, -0.021, -0.099, 0.054, -0.110, 0.084, 0.134, 0.116, 0.105, 0.138, 0.138, 0.128, 0.122, 0.118, 0.092, 0.105, -0.038, -0.253, -0.026, -0.071, -0.318, -0.037, -0.017, 0.612, -0.267, -0.380, -0.172, -0.386, 0.001, -0.045, -0.058, -0.123, 0.110, 0.081, 0.084, 0.092, 0.121, 0.106, 0.118, 0.123, 0.113, 0.116, 0.107, 0.111, 0.669, -1.598, 0.673, 0.650, -0.371, 0.232, -0.073, -0.195, -0.153, 0.184, 0.085, 0.069, 0.085, 0.122, 0.131]}

---

Record 4
{"formula": "C4H8BeO3", "method": "wB97M-V/def2-TZVPD", "de_lowest_ev": 0.000, "multiplicity": 1, "homo_lumo_gap_ev": [6.23, 6.96], "homo_ha": [-0.217, -0.253], "elements": ["C", "O", "C", "C", "O", "H", "H", "H", "H", "H", "O", "C", "Be", "H", "H", "H"], "positions_angstrom": [[2.47369, -0.31198, -0.03208], [1.10391, -0.19190, 0.30043], [0.33590, -1.38202, 0.21319], [-1.10398, -0.90732, 0.41503], [-2.04423, -1.65099, 0.22376], [2.91738, 0.68183, 0.09586], [2.96370, -1.03930, 0.63097], [2.57972, -0.64350, -1.07495], [0.62794, -2.11828, 0.97940], [0.44016, -1.82813, -0.78983], [-0.96098, 0.96096, -0.11067], [-2.10129, 1.73035, -0.38321], [0.05938, 0.89519, 0.97818], [-2.82341, 1.13207, -0.96407], [-2.65661, 2.06846, 0.50715], [-1.81129, 2.60456, -0.98917]], "lowdin_charge": [-0.039, -0.309, -0.142, -0.250, 0.057, 0.100, 0.104, 0.106, 0.147, 0.145, -0.333, -0.141, 0.301, 0.087, 0.083, 0.084]}

---

Record 5
{"formula": "C18H36BN8O4Tm", "method": "wB97M-V/def2-TZVPD", "s_squared": 2.002, "de_lowest_ev": 0.317, "multiplicity": 3, "homo_lumo_gap_ev": [8.69, 8.70], "homo_ha": [-0.484, -0.484], "total_charge": 2, "elements": ["Tm", "N", "C", "C", "N", "C", "C", "N", "C", "C", "N", "H", "H", "H", "H", "H", "H", "H", "H", "H", "H", "H", "H", "H", "H", "H", "H", "H", "H", "N", "C", "C", "C", "C", "N", "C", "N", "N", "C", "O", "O", "H", "H", "H", "H", "H", "H", "H", "H", "H", "H", "H", "H", "H", "H", "O", "B", "O", "C", "C", "C", "C", "C", "C", "H", "H", "H", "H"], "positions_angstrom": [[-0.23985, -0.80202, 1.08804], [-0.91260, -2.42741, -0.72382], [-1.45477, -3.71380, -0.24752], [-0.61321, -4.17936, 0.91292], [-0.66412, -3.21862, 2.03928], [-1.97809, -3.27416, 2.73442], [-2.82904, -2.03965, 2.52209], [-2.05662, -0.82636, 2.87779], [0.43736, -3.54122, 2.97443], [0.66507, -2.45083, 3.98980], [1.02980, -1.19307, 3.30574], [-1.58723, -1.92046, -1.31143], [-0.08557, -2.58577, -1.30945], [-1.46097, -4.47555, -1.03509], [-2.49650, -3.56413, 0.04854], [0.42920, -4.24062, 0.58833], [-0.90389, -5.18360, 1.24496], [-1.80267, -3.41357, 3.80276], [-2.52823, -4.16294, 2.40670], [-3.75369, -2.12491, 3.10413], [-3.12025, -1.94041, 1.47167], [-1.93221, -0.76279, 3.89254], [-2.59813, 0.00171, 2.61105], [1.34875, -3.66557, 2.38147], [0.25968, -4.50266, 3.47255], [1.44129, -2.77150, 4.69074], [-0.22878, -2.26248, 4.58467], [2.00875, -1.23822, 3.01282], [0.99336, -0.41977, 3.97046], [-1.64704, 0.84551, -2.42422], [-1.52343, 1.81949, -1.35971], [-2.59462, 2.94835, -1.34088], [-2.13181, 4.27948, -1.93655], [-1.49639, 5.17975, -0.89325], [-0.45738, 4.50214, -0.12026], [0.78191, 4.26349, -0.54556], [1.50943, 3.34001, 0.08256], [1.29486, 4.94766, -1.57440], [-1.49661, 1.11084, -0.03341], [-0.80637, 1.55970, 0.93035], [-2.07989, -0.01968, 0.09675], [-1.41287, 1.26662, -3.31689], [-2.60471, 0.51126, -2.49205], [-0.51844, 2.26318, -1.44667], [-2.95446, 3.13417, -0.32349], [-3.46355, 2.57855, -1.88725], [-2.98148, 4.83517, -2.33530], [-1.46014, 4.10744, -2.78124], [-2.24941, 5.48580, -0.16622], [-1.10663, 6.10626, -1.31275], [-0.76519, 3.92300, 0.65086], [0.97973, 2.64414, 0.60618], [2.34334, 2.97061, -0.35802], [0.81902, 5.75454, -1.94172], [2.26843, 4.84332, -1.81610], [2.63579, 0.71307, -0.64992], [1.82216, -0.29490, -0.09790], [2.06116, -1.49499, -0.80012], [2.99865, -1.20060, -1.78813], [3.53912, -2.04118, -2.73008], [4.47863, -1.47601, -3.59190], [4.84618, -0.13664, -3.48441], [4.28498, 0.69384, -2.51413], [3.35154, 0.11897, -1.68535], [3.26119, -3.08183, -2.79613], [4.93657, -2.09059, -4.35118], [5.58721, 0.26402, -4.15866], [4.58372, 1.72577, -2.41341]], "lowdin_spin": [2.015, -0.002, 0.000, 0.000, -0.002, 0.000, 0.000, -0.002, 0.000, 0.000, -0.002, 0.000, 0.000, 0.000, 0.000, 0.000, 0.000, 0.000, 0.000, 0.000, 0.000, 0.000, 0.000, 0.000, 0.000, 0.000, 0.000, 0.000, 0.000, 0.000, 0.000, 0.000, 0.000, 0.000, 0.000, 0.000, 0.000, 0.000, -0.001, -0.002, -0.001, 0.000, 0.000, 0.000, 0.000, 0.000, 0.000, 0.000, 0.000, 0.000, 0.000, 0.000, 0.000, 0.000, 0.000, -0.001, -0.003, 0.000, 0.000, 0.000, 0.000, 0.000, 0.000, 0.000, 0.000, 0.000, 0.000, 0.000]}